(1)
Computed, not measured: a 2-piece molecular cluster, C5H14O overall, with the ωB97M-V functional and the def2-TZVPD basis.

total charge	0
E_LUMO	0.0274	Ha
HOMO	-10.8	eV
orbital gap	11.554	eV
SMILES string	CC(C)(C)C.O

Cartesian coordinates (Å):
C  0.000  0.000  0.000
C  0.123  0.294  1.529
C  -0.998  -0.496  2.229
C  1.484  -0.014  2.060
C  -0.153  1.785  1.770
H  0.732  0.620  -0.544
H  -1.011  0.249  -0.363
H  0.203  -1.061  -0.223
H  -0.768  -0.251  3.280
H  -0.996  -1.594  2.116
H  -2.007  -0.119  1.992
H  2.197  0.826  2.008
H  1.933  -0.889  1.562
H  1.310  -0.263  3.120
H  0.544  2.291  1.080
H  0.037  2.153  2.793
H  -1.185  2.052  1.486
O  0.750  2.568  -3.350
H  0.832  1.599  -3.205
H  -0.035  2.666  -3.935

---

(2)
Computed, not measured: a 2-piece molecular cluster, C5H14O overall, with the ωB97M-V functional and the def2-TZVPD basis.

total charge	0
E_LUMO	0.0335	Ha
HOMO	-10.3	eV
orbital gap	11.260	eV
SMILES string	CCC.CCO

Cartesian coordinates (Å):
C  0.044  0.433  -1.385
C  1.100  1.517  -1.553
C  2.418  0.945  -2.022
H  -0.262  -0.215  -2.202
H  -0.680  0.859  -0.691
H  0.500  -0.396  -0.809
H  0.744  2.310  -2.220
H  1.281  2.122  -0.655
H  2.809  0.114  -1.444
H  2.365  0.632  -3.079
H  3.248  1.640  -2.168
C  -1.757  -1.987  2.007
C  -1.702  -0.463  1.819
O  -0.744  0.066  2.687
H  -1.215  -2.575  1.247
H  -2.723  -2.500  1.945
H  -1.374  -2.232  2.994
H  -1.600  -0.145  0.787
H  -2.660  -0.071  2.181
H  0.207  -0.053  2.562

---

Stability, lowest: (2)

---

(1)
Computed, not measured: a 2-piece molecular cluster, C5H14O overall, with the ωB97M-V functional and the def2-TZVPD basis.

total charge	0
E_LUMO	0.0346	Ha
HOMO	-11.0	eV
orbital gap	11.990	eV
SMILES string	CCCCC.O

Cartesian coordinates (Å):
C  -0.968  1.412  1.284
C  -0.613  -0.050  1.115
C  0.867  -0.359  1.059
C  1.445  -0.412  -0.345
C  0.792  -1.497  -1.221
H  -1.884  1.708  0.781
H  -1.006  1.762  2.351
H  -0.322  2.214  0.921
H  -1.168  -0.609  1.874
H  -1.225  -0.396  0.224
H  1.431  0.426  1.601
H  1.088  -1.296  1.583
H  1.220  0.582  -0.760
H  2.544  -0.587  -0.294
H  1.394  -1.482  -2.204
H  0.897  -2.477  -0.794
H  -0.231  -1.382  -1.554
O  -1.500  1.067  -2.222
H  -0.677  0.795  -1.782
H  -2.082  0.580  -1.615

---

(2)
Computed, not measured: a 2-piece molecular cluster, C5H14O overall, with the ωB97M-V functional and the def2-TZVPD basis.

total charge	0
E_LUMO	0.0285	Ha
HOMO	-10.7	eV
orbital gap	11.447	eV
SMILES string	CCC(C)C.O

Cartesian coordinates (Å):
C  2.014  -0.417  0.141
C  0.558  -0.075  0.586
C  -0.573  -1.105  0.256
C  -1.971  -0.755  0.832
C  -0.734  -1.208  -1.298
H  2.708  0.430  0.273
H  2.087  -0.773  -0.901
H  2.324  -1.234  0.814
H  0.604  0.050  1.685
H  0.375  0.922  0.141
H  -0.439  -2.130  0.659
H  -2.812  -1.300  0.371
H  -2.153  0.327  0.726
H  -1.937  -1.003  1.906
H  -1.646  -1.805  -1.467
H  0.130  -1.761  -1.703
H  -0.830  -0.256  -1.846
O  0.648  3.769  -0.672
H  0.565  3.684  0.305
H  1.082  4.641  -0.809

---

(3)
Computed, not measured: a 2-piece molecular cluster, C5H14O overall, with the ωB97M-V functional and the def2-TZVPD basis.

total charge	0
E_LUMO	0.0276	Ha
HOMO	-10.3	eV
orbital gap	11.037	eV
SMILES string	CCC.CCO

Cartesian coordinates (Å):
C  1.553  0.236  1.516
C  2.272  1.551  1.109
C  2.655  2.307  2.431
H  2.182  -0.645  1.544
H  0.646  0.120  0.883
H  0.988  0.470  2.416
H  1.596  2.247  0.620
H  3.174  1.411  0.540
H  2.908  1.609  3.236
H  3.597  2.791  2.219
H  1.845  2.949  2.795
C  -3.575  -2.078  -2.258
C  -2.120  -1.507  -2.164
O  -1.761  -0.146  -2.274
H  -3.454  -3.162  -2.114
H  -4.154  -1.860  -1.370
H  -4.053  -1.952  -3.239
H  -1.553  -2.115  -2.870
H  -1.856  -1.968  -1.161
H  -0.892  -0.257  -1.858

---

Stability, lowest: (3)

---

(1)
Computed, not measured: a 2-piece molecular cluster, C5H14O overall, with the ωB97M-V functional and the def2-TZVPD basis.

total charge	0
E_LUMO	0.0319	Ha
HOMO	-10.9	eV
orbital gap	11.742	eV
SMILES string	CCC(C)C.O

Cartesian coordinates (Å):
C  0.000  0.000  0.000
C  -0.733  1.058  -0.687
C  -0.578  2.400  -0.028
C  0.858  2.919  0.027
C  -1.497  3.441  -0.608
H  -0.304  -0.937  -0.497
H  -0.350  -0.027  1.046
H  1.102  0.057  -0.001
H  -0.378  1.118  -1.734
H  -1.795  0.747  -0.710
H  -0.892  2.329  1.033
H  0.843  3.953  0.412
H  1.360  2.916  -0.955
H  1.442  2.293  0.723
H  -1.559  4.384  -0.039
H  -2.519  3.061  -0.772
H  -1.038  3.653  -1.589
O  4.021  5.153  2.134
H  4.932  4.809  2.276
H  4.020  5.475  1.204

---

(2)
Computed, not measured: a 2-piece molecular cluster, C5H14O overall, with the ωB97M-V functional and the def2-TZVPD basis.

total charge	0
E_LUMO	0.0349	Ha
HOMO	-10.1	eV
orbital gap	11.049	eV
SMILES string	CC(C)O.CC

Cartesian coordinates (Å):
C  0.243  -0.702  -0.700
C  -0.703  -0.833  -1.882
C  -0.161  -1.810  -2.970
O  -2.054  -0.867  -1.488
H  1.181  -0.279  -1.021
H  0.499  -1.689  -0.292
H  -0.340  -0.218  0.078
H  -0.778  0.058  -2.578
H  -0.816  -2.656  -3.102
H  -0.102  -1.295  -3.929
H  0.753  -2.371  -2.640
H  -2.168  -1.503  -0.765
C  0.044  2.313  2.554
C  1.117  1.206  2.708
H  -0.525  2.531  3.451
H  0.490  3.215  2.128
H  -0.815  1.999  1.906
H  1.073  0.885  3.775
H  2.082  1.724  2.629
H  0.977  0.295  2.140

---

Stability, lowest: (2)

---

(1)
Computed, not measured: one molecule with the formula C3H8O2, with the ωB97M-V functional and the def2-TZVPD basis.

total charge	0
E_LUMO	0.0390	Ha
HOMO	-10.0	eV
orbital gap	11.100	eV
SMILES string	COCOC

Cartesian coordinates (Å):
C  2.090  -0.159  0.234
O  1.194  -0.893  -0.576
C  -0.143  -0.718  -0.237
O  -0.524  0.603  -0.473
C  -1.870  0.824  -0.120
H  1.931  0.939  0.105
H  1.962  -0.429  1.298
H  3.093  -0.459  -0.085
H  -0.298  -0.951  0.849
H  -0.732  -1.409  -0.854
H  -2.133  1.831  -0.441
H  -2.045  0.716  0.946
H  -2.526  0.105  -0.646

---

(2)
Computed, not measured: a 2-piece molecular cluster, C3H8O2 overall, with the ωB97M-V functional and the def2-TZVPD basis.

total charge	0
E_LUMO	0.0313	Ha
HOMO	-8.8	eV
orbital gap	9.640	eV
SMILES string	C=C(C)O.O

Cartesian coordinates (Å):
C  0.189  -0.721  1.602
C  0.636  0.445  1.125
C  2.054  0.939  1.292
O  -0.133  1.321  0.403
H  0.846  -1.351  2.173
H  -0.856  -0.907  1.385
H  2.477  0.263  2.030
H  2.590  1.001  0.350
H  2.072  1.966  1.654
H  -0.968  0.820  0.230
O  -2.200  -1.550  -3.424
H  -1.988  -1.302  -4.335
H  -2.503  -2.449  -3.429

---

(3)
Computed, not measured: a 2-piece molecular cluster, C3H8O2 overall, with the ωB97M-V functional and the def2-TZVPD basis.

total charge	0
E_LUMO	0.0233	Ha
HOMO	-10.2	eV
orbital gap	10.841	eV
SMILES string	C=O.CCO

Cartesian coordinates (Å):
C  4.831  -0.255  -1.463
O  5.796  -0.819  -1.048
H  4.907  0.846  -1.367
H  3.888  -0.595  -1.912
C  -2.571  -0.692  0.321
C  -1.583  0.394  0.729
O  -2.154  1.201  1.757
H  -3.141  -0.447  -0.573
H  -3.338  -0.680  1.098
H  -2.319  -1.752  0.221
H  -0.649  0.006  1.160
H  -1.191  0.809  -0.212
H  -2.475  1.984  1.289

---

Stability, lowest: (3)

---

(1)
Computed, not measured: a 3-piece molecular cluster, C3H8O2 overall, with the ωB97M-V functional and the def2-TZVPD basis.

total charge	0
E_LUMO	0.0220	Ha
HOMO	-10.2	eV
orbital gap	10.793	eV
SMILES string	C=C.C=O.O

Cartesian coordinates (Å):
C  -1.465  -0.691  -0.151
C  -0.853  -1.287  -1.171
H  -1.524  0.391  -0.053
H  -1.915  -1.272  0.653
H  -0.410  -0.713  -1.984
H  -0.782  -2.371  -1.244
C  1.712  -0.082  0.090
O  1.871  1.031  -0.357
H  1.110  -0.269  0.994
H  2.167  -0.968  -0.390
O  -0.343  2.076  1.078
H  -0.036  2.151  1.988
H  0.468  2.004  0.546

---

(2)
Computed, not measured: a 2-piece molecular cluster, C3H8O2 overall, with the ωB97M-V functional and the def2-TZVPD basis.

total charge	0
E_LUMO	0.0316	Ha
HOMO	-9.8	eV
orbital gap	10.687	eV
SMILES string	CCC=O.O

Cartesian coordinates (Å):
C  -1.641  -0.731  1.356
C  -1.453  -0.871  -0.139
C  -0.631  0.307  -0.810
O  -0.168  0.311  -1.928
H  -0.732  -1.205  1.772
H  -2.403  -1.383  1.854
H  -1.892  0.314  1.695
H  -0.832  -1.827  -0.370
H  -2.199  -0.907  -0.873
H  -0.544  1.253  -0.256
O  3.258  0.831  0.999
H  3.301  1.793  1.004
H  2.934  0.602  0.167

---

Stability, lowest: (1)

---

(1)
Computed, not measured: a 2-piece molecular cluster, C3H8O2 overall, with the ωB97M-V functional and the def2-TZVPD basis.

total charge	0
E_LUMO	0.0249	Ha
HOMO	-8.9	eV
orbital gap	9.618	eV
SMILES string	C=C(C)O.O

Cartesian coordinates (Å):
C  -0.330  -0.565  2.670
C  -0.333  0.366  1.728
C  -0.078  0.146  0.263
O  -0.348  1.694  2.005
H  -0.169  -1.634  2.654
H  -0.349  -0.279  3.719
H  -0.522  1.001  -0.233
H  0.989  0.343  0.153
H  -0.438  -0.783  -0.173
H  -0.051  1.978  2.878
O  0.335  -0.648  -5.534
H  0.052  -1.212  -4.814
H  1.241  -0.407  -5.317

---

(2)
Computed, not measured: one molecule with the formula C3H8O2, with the ωB97M-V functional and the def2-TZVPD basis.

total charge	0
E_LUMO	0.0287	Ha
HOMO	-10.0	eV
orbital gap	10.821	eV
SMILES string	C[C@@H](O)CO

Cartesian coordinates (Å):
C  -1.596  0.274  0.271
C  -0.336  -0.496  -0.115
O  -0.082  -0.531  -1.501
C  0.885  0.204  0.476
O  2.060  -0.331  -0.161
H  -1.535  1.330  -0.017
H  -1.739  0.234  1.361
H  -2.485  -0.161  -0.191
H  -0.438  -1.524  0.277
H  0.896  -0.647  -1.486
H  0.781  1.271  0.243
H  0.936  0.063  1.561
H  2.558  0.363  -0.613

---

(3)
Computed, not measured: one molecule with the formula C3H8O2, with the ωB97M-V functional and the def2-TZVPD basis.

total charge	0
E_LUMO	0.0355	Ha
HOMO	-9.8	eV
orbital gap	10.789	eV
SMILES string	COCCO

Cartesian coordinates (Å):
C  -0.249  1.635  0.828
O  0.712  0.807  0.290
C  0.523  -0.535  0.674
C  -0.472  -1.277  -0.299
O  -0.344  -0.777  -1.615
H  -0.065  2.670  0.537
H  -1.266  1.248  0.480
H  -0.126  1.702  1.922
H  1.492  -0.938  0.501
H  0.252  -0.623  1.720
H  -1.524  -1.043  0.071
H  -0.325  -2.401  -0.353
H  -0.193  0.212  -1.496

---

Stability, lowest: (3)